Record 1
{
  "formula": "C2H6O2",
  "method": "ωB97M-V/def2-TZVPD",
  "relative_energy_kcal_mol": 24.9,
  "e_tot_ev": -6265.1750,
  "gap_ev": 11.395,
  "multiplicity": 1,
  "lumo_ev": 0.43,
  "symbols": ["O", "C", "O", "H", "H", "C", "H", "H", "H", "H"],
  "positions_angstrom": [[0.46969, -3.48918, 1.70304], [1.03446, -2.49607, 1.34166], [2.31839, -2.38745, 1.79127], [0.73293, -1.66543, 0.69792], [2.53440, -1.41947, 2.04131], [-1.40879, 2.26218, -1.47042], [-2.03171, 2.75454, -0.73699], [-0.41123, 2.56356, -1.11443], [-1.49318, 2.75335, -2.53207], [-1.74497, 1.12396, -1.72129]],
  "forces_ev_per_a": [[-0.86, 0.89, -1.26], [1.05, -1.59, 1.66], [0.70, 2.96, 0.64], [-0.53, -0.10, -0.07], [-0.37, -2.16, -0.98], [-0.51, -0.73, -2.88], [-0.82, -0.14, -0.23], [0.06, -1.26, -0.32], [-0.13, -0.55, 2.12], [1.39, 2.67, 1.30]],
  "nbo_charge": [-0.5247, 0.6283, -0.7019, 0.1152, 0.4829, -0.8757, 0.2150, 0.2185, 0.2155, 0.2267]
}

=====

Record 2
{
  "formula": "ClFO2P",
  "method": "ωB97M-V/def2-TZVPD",
  "charge": -1,
  "relative_energy_kcal_mol": 94.9,
  "e_tot_ev": -28625.6876,
  "gap_ev": [6.585, 6.584],
  "multiplicity": 1,
  "lumo_ev": [1.95, 1.95],
  "symbols": ["O", "O", "F", "P", "Cl"],
  "positions_angstrom": [[-1.78907, -0.01533, -0.00072], [0.12555, 0.65395, 1.62415], [1.52124, 1.14209, -2.12164], [-0.37483, 0.01154, 0.40536], [0.51711, -1.79225, 0.09286]],
  "forces_ev_per_a": [[0.99, 0.21, -0.72], [0.59, 0.16, -0.85], [-0.61, -0.37, 0.80], [-0.89, -0.79, 1.00], [-0.08, 0.80, -0.23]],
  "nbo_charge": [-1.0050, -1.0041, -0.9039, 2.1859, -0.2730]
}